[1]
Molecular formula: C11H20Cl2O3Tc
Method: DFT, ωB97M-V/def2-TZVPD

Each line ends with the natural charge from an NBO analysis.
CARTESIAN COORDINATES (ANGSTROEM)
C 0.333 -1.093 -0.848  -0.26
C 1.200 0.019 -1.304  0.03
C 0.402 1.179 -1.433  -0.09
C 2.680 -0.055 -1.378  -0.73
C -0.989 0.782 -1.361  -0.03
C -1.053 -0.580 -1.079  -0.03
C -2.246 -1.444 -1.125  -0.63
C 0.730 -2.526 -0.964  -0.62
C 0.844 2.564 -1.728  -0.64
C -2.166 1.683 -1.551  -0.62
Tc 0.253 -0.347 1.228  1.29
Cl 2.114 1.432 1.213  -0.61
Cl 2.270 -1.204 1.761  -0.45
O -1.264 1.079 1.271  -1.05
H 3.056 -1.077 -1.239  0.20
H 2.979 0.588 -0.349  0.28
H 3.093 0.422 -2.291  0.18
H 1.740 2.814 -1.157  0.24
H 0.105 3.316 -1.419  0.20
H 1.038 2.695 -2.808  0.17
H -1.986 2.679 -1.134  0.21
H -3.041 1.284 -1.018  0.21
H -2.468 1.827 -2.613  0.17
H -3.140 -0.890 -0.827  0.19
H -2.135 -2.348 -0.518  0.23
H -2.374 -1.759 -2.176  0.17
H 1.773 -2.659 -0.684  0.22
H 0.610 -2.799 -2.010  0.17
H 0.099 -3.166 -0.350  0.22
H -1.597 1.434 2.201  0.43
O -0.867 -1.915 1.631  -0.98
H -1.673 -1.726 2.159  0.44
C 0.334 -0.054 4.451  -0.20
O 0.289 0.016 3.050  -0.74
H 1.239 -0.600 4.761  0.15
H -0.568 -0.559 4.836  0.13
H 0.385 0.990 4.803  0.15

Computed properties:
Orbital gap (alpha / beta), eV: 5.29 / 5.77
Energy, eV: -45116.28566
Total charge: -2
E_LUMO (alpha / beta), Ha: 0.2137 / 0.2136
2S+1: 4
HOMO energy (alpha / beta), eV: 0.5 / 0.0

---

[2]
Molecular formula: C5H8NOS
Method: DFT, ωB97M-V/def2-TZVPD

Each line ends with the natural charge from an NBO analysis.
CARTESIAN COORDINATES (ANGSTROEM)
C -0.924 0.821 0.626  -0.02
C -2.262 0.867 0.668  -0.35
C -1.462 -0.904 -0.752  -0.07
C 1.801 -0.518 0.547  -0.68
C 0.852 -0.337 -0.699  0.26
N -0.508 -0.226 -0.159  -0.29
O 1.225 0.812 -1.248  -0.68
S -3.010 -0.365 -0.329  0.61
H -0.186 1.533 1.025  0.27
H -2.846 1.445 1.295  0.27
H -1.337 -1.671 -1.455  0.26
H 2.314 0.484 0.790  0.23
H 2.631 -1.190 0.412  0.26
H 1.360 -1.116 1.351  0.24
H 0.893 -1.178 -1.379  0.21
H 1.459 1.544 -0.692  0.50

Computed properties:
Orbital gap, eV: 10.63
Energy, eV: -19679.78131
Total charge: +1
E_LUMO, Ha: -0.1625
HOMO energy, eV: -15.1
Energy relative to the best compared isomer or geometry (same formula, charge and spin), kcal/mol: 23.05

---

[3]
Molecular formula: C4H47NO23Si2
Method: DFT, ωB97M-V/def2-TZVPD

Each line ends with the Löwdin charge.
CARTESIAN COORDINATES (ANGSTROEM)
C 0.542 2.937 -2.017  0.00
C -0.913 2.129 -1.857  -0.24
O -1.979 2.704 -1.242  -0.05
O -1.001 0.780 -2.460  -0.11
C -1.559 -0.199 -1.512  -0.20
C -0.535 -0.584 -0.272  -0.20
Si -1.355 -0.578 1.469  0.58
O -1.497 1.001 2.225  -0.48
Si 0.021 1.890 2.211  0.62
O -3.037 -1.150 1.220  -0.18
N -3.831 -0.086 1.561  -0.07
O -4.565 0.208 0.625  0.01
H 1.179 2.812 -1.039  0.05
H 0.296 4.076 -2.200  0.11
H 1.116 2.435 -2.910  0.07
H -1.768 -1.184 -2.127  0.10
H -2.598 0.166 -1.097  0.11
H 0.426 0.073 -0.379  0.09
H -0.188 -1.708 -0.476  0.06
H -0.681 -1.589 2.301  0.02
H 1.195 1.055 2.543  -0.04
H -0.109 3.060 3.100  -0.04
H 0.142 2.463 0.846  -0.06
O 1.217 -3.344 0.046  -0.06
H 1.634 -3.597 -0.791  0.06
H 1.638 -3.921 0.702  0.04
O 4.078 -1.994 -0.160  -0.07
H 3.216 -2.373 0.069  0.01
H 4.033 -1.088 0.180  0.01
O 4.635 -4.662 -0.412  -0.07
H 5.053 -4.995 0.396  0.03
H 5.183 -3.905 -0.664  0.04
O 2.617 1.410 0.391  -0.11
H 2.605 1.521 -0.571  0.02
H 3.109 2.181 0.710  0.06
O 1.732 1.555 4.876  -0.11
H 1.416 0.803 5.398  0.05
H 2.019 2.199 5.541  0.05
O 5.524 0.312 1.286  -0.07
H 6.447 0.143 1.525  0.00
H 5.027 0.061 2.079  0.05
O -5.249 1.461 -1.737  -0.07
H -4.830 1.128 -0.929  -0.03
H -4.700 2.219 -1.989  0.03
O -3.401 -2.357 -3.474  -0.06
H -3.887 -3.110 -3.107  0.05
H -4.078 -1.848 -3.945  0.06
O -4.994 1.528 4.062  -0.06
H -5.911 1.513 3.748  0.05
H -4.470 1.615 3.252  0.01
O -0.809 -3.248 -5.328  -0.06
H -1.671 -3.627 -5.100  0.03
H -0.854 -2.342 -4.989  0.02
O 3.233 2.152 -3.210  -0.06
H 3.496 1.417 -3.783  0.06
H 4.023 2.712 -3.170  0.05
O -4.182 4.547 0.034  -0.05
H -4.701 4.303 0.815  0.04
H -3.710 3.733 -0.197  0.00
O 8.423 0.345 2.027  -0.05
H 8.657 0.799 1.204  0.06
H 8.779 0.920 2.721  0.06
O 3.037 -5.731 1.767  -0.06
H 3.455 -5.984 0.930  0.02
H 3.458 -6.308 2.422  0.05
O 1.037 -1.645 -3.250  -0.04
H 0.823 -0.765 -2.904  0.02
H 0.179 -2.090 -3.306  0.00
O -2.087 1.175 5.118  -0.07
H -3.004 1.160 4.804  0.00
H -1.563 1.262 4.308  -0.03
O -7.315 5.217 -0.844  -0.07
H -7.788 4.704 -0.171  0.03
H -6.382 5.023 -0.675  0.00
O -1.309 -3.491 -1.751  -0.06
H -0.385 -3.659 -1.511  0.02
H -1.806 -3.741 -0.958  0.06

Computed properties:
Orbital gap, eV: 9.89
Energy, eV: -69246.01994
E_LUMO, Ha: -0.0251
HOMO energy, eV: -10.6

---

[4]
Molecular formula: C3HClN2
Method: DFT, ωB97M-V/def2-TZVPD

Each line ends with the natural charge from an NBO analysis.
CARTESIAN COORDINATES (ANGSTROEM)
N -0.646 -2.091 -0.664  -0.21
C -0.325 -1.238 0.025  0.24
C 0.047 0.079 0.450  -0.38
Cl 1.668 -0.094 1.103  0.06
C -0.020 1.132 -0.609  0.26
N -0.133 1.872 -1.490  -0.23
H -0.592 0.339 1.185  0.27

Computed properties:
Orbital gap, eV: 12.31
Energy, eV: -18627.92648
E_LUMO, Ha: 0.0011
HOMO energy, eV: -12.3
Energy relative to the best compared isomer or geometry (same formula, charge and spin), kcal/mol: 1.32

---

[5]
Molecular formula: C4H7N2P
Method: DFT, ωB97M-V/def2-TZVPD

Each line ends with the natural charge from an NBO analysis.
CARTESIAN COORDINATES (ANGSTROEM)
C 1.246 -2.165 0.153  -0.45
N 1.658 -0.747 -0.184  -0.62
C 0.214 0.292 -0.134  0.16
P 0.428 2.093 -0.026  0.54
C -1.334 1.994 0.269  -0.53
C -1.887 0.747 0.356  -0.05
N -0.881 -0.193 0.229  -0.48
H 2.052 -2.862 -0.085  0.21
H 1.113 -2.173 1.262  0.19
H 0.196 -2.372 -0.142  0.21
H 1.869 -0.636 -1.156  0.34
H 0.127 2.415 -1.421  0.03
H -1.834 2.946 0.400  0.22
H -2.966 0.659 0.480  0.23

Computed properties:
Orbital gap, eV: 9.19
Energy, eV: -16527.18166
E_LUMO, Ha: 0.0114
HOMO energy, eV: -8.9
Energy relative to the best compared isomer or geometry (same formula, charge and spin), kcal/mol: 60.61

---

[6]
Molecular formula: C5H13NO
Method: DFT, ωB97M-V/def2-TZVPD

Each line ends with the natural charge from an NBO analysis.
CARTESIAN COORDINATES (ANGSTROEM)
C -1.579 0.498 -1.456  -0.41
N -0.399 0.830 -0.663  -0.44
C 0.135 -0.268 0.126  -0.22
C 1.476 0.274 0.656  -0.42
C 1.720 1.537 -0.210  -0.40
C 0.735 1.378 -1.364  -0.22
H -2.487 0.684 -0.893  0.20
H -1.607 -0.565 -1.750  0.17
H -1.578 1.071 -2.365  0.20
H 0.429 -1.115 -0.519  0.15
H -0.615 -0.628 0.838  0.19
H 2.246 -0.441 0.384  0.20
H 1.650 0.497 1.709  0.21
H 1.404 2.445 0.302  0.21
H 2.757 1.624 -0.532  0.21
H 0.456 2.348 -1.785  0.20
H 1.085 0.789 -2.223  0.16
O -1.612 -3.262 2.503  -0.93
H -1.079 -4.079 2.428  0.47
H -0.958 -2.596 2.247  0.46

Computed properties:
Orbital gap, eV: 9.33
Energy, eV: -8932.78166
E_LUMO, Ha: 0.0310
HOMO energy, eV: -8.5
Energy relative to the best compared isomer or geometry (same formula, charge and spin), kcal/mol: 28.35

---

Which value of energy does entry 3 give?
-69246.01994 eV

---

Among the records above, which one has the lowest energy?
C4H47NO23Si2